--- a ---
The following is a quantum chemistry calculation of a 2-piece molecular cluster, C5H16NS overall, from OMol25.

**Charge**: +1

Atoms and positions in Å:
1 S 1.17456 -1.62069 0.76838
2 N 0.26051 0.80843 -1.17811
3 C -1.69360 1.23949 0.25902
4 C -0.55611 1.90508 -0.50237
5 C 1.47276 -2.57963 -0.74543
6 C 0.36877 2.72139 0.35855
7 C -0.24201 -2.47349 1.46272
8 H -0.21416 3.48818 0.85940
9 H 2.19885 -2.00864 -1.32330
10 H 0.55555 -2.70482 -1.31567
11 H -1.31412 0.50881 0.97117
12 H -0.28918 0.37386 -1.91905
13 H 0.83626 2.10675 1.12829
14 H 1.86955 -3.55572 -0.49496
15 H -2.38489 0.74907 -0.42757
16 H 1.13990 3.22436 -0.21969
17 H 0.49479 0.04926 -0.47389
18 H -0.95525 2.51013 -1.31648
19 H 1.09988 1.19319 -1.59963
20 H -0.37436 -2.07796 2.46510
21 H -2.24704 1.99559 0.80614
22 H -0.04768 -3.54116 1.54618
23 H -1.15297 -2.31147 0.89120

---

--- b ---
The following is a quantum chemistry calculation of a 2-piece molecular cluster, C5H16NS overall, from OMol25.

**Charge**: +1

Atoms and positions in Å:
1 S 1.04550 -1.86768 1.57513
2 N -0.47293 0.15058 -0.50973
3 C -1.08261 -0.34610 2.69137
4 C 1.45343 0.09464 -2.11509
5 C -0.04138 -1.36591 2.98990
6 C -0.64050 1.30107 -2.68966
7 C 0.30830 0.90061 -1.56743
8 H 2.10905 -0.40635 -1.37956
9 H 0.60054 -1.02043 3.83464
10 H -1.02808 0.45022 -3.28510
11 H 0.71725 1.80811 -1.06524
12 H -1.83350 -0.69040 1.96801
13 H -1.51962 1.87329 -2.31005
14 H 2.03014 -1.01657 1.87922
15 H -1.24570 0.66661 -0.19098
16 H -0.52484 -2.28186 3.37726
17 H 0.12475 -0.02122 0.30230
18 H 2.10808 0.77151 -2.67533
19 H -1.61092 -0.25374 3.67100
20 H -0.84868 -0.70550 -0.88264
21 H -0.61541 0.67678 2.47407
22 H -0.09437 2.00751 -3.33965
23 H 1.06149 -0.72519 -2.75245

---

How do the energies compare? Relative to the most stable structure, in kJ/mol: a 0.0; b 43.2.

---

--- a ---
The following is a quantum chemistry calculation of C4H3NS as an isolated structure, from OMol25.

Atoms and positions in Å:
1 S 2.75204 -1.03142 -0.03845
2 N 2.05961 1.42196 0.07886
3 C 4.16142 0.03947 -0.04187
4 C -0.02167 0.01993 0.02020
5 C 1.47726 0.28862 0.04849
6 C 3.33453 1.03393 0.04591
7 H -0.39004 0.67325 -0.69227
8 H -0.25837 -0.85452 -0.56140
9 H -0.35616 0.00919 1.01734

---

--- b ---
The following is a quantum chemistry calculation of one molecule with the formula C4H3NS, from OMol25.

**Structure (SMILES)**: S=CN=c1cc1

Atoms and positions in Å:
1 S 2.11744 -0.71321 0.54246
2 N 0.42292 1.27294 -0.32943
3 C -0.45588 0.34487 -0.21919
4 C 1.70835 0.87534 0.15063
5 C -0.86723 -0.99269 0.18818
6 C -1.82666 -0.15623 -0.30551
7 H 2.45782 1.61203 0.22353
8 H -2.79868 -0.19533 -0.65519
9 H -0.75809 -2.04774 0.40452

---

How do the energies compare? Relative to the most stable structure, in kJ/mol: a 84.2; b 0.0.

---

--- a ---
The following is a quantum chemistry calculation of one molecule with the formula C4H3NS, from OMol25.

**Structure (SMILES)**: N#CCC=C=S

Atoms and positions in Å:
1 S -0.55427 3.09828 -1.33011
2 N 2.14205 -1.71886 0.25146
3 C -0.33697 1.76672 -0.59680
4 C -0.25132 -0.93943 0.13582
5 C -0.23244 0.67808 0.12589
6 C 1.10993 -1.28409 0.36585
7 H -0.55398 -1.37974 -0.94655
8 H -0.99353 -1.13991 0.83689
9 H -0.32946 0.91896 1.15754

---

--- b ---
The following is a quantum chemistry calculation of one molecule with the formula C4H3NS, from OMol25.

**Structure (SMILES)**: [H]/N=C1\CS2#CC=21

Atoms and positions in Å:
1 S 1.73332 -1.13087 -0.10528
2 N -1.32172 1.37411 -0.11735
3 C 1.15933 1.00073 -0.11993
4 C -0.17269 -0.80162 0.02057
5 C 2.31287 0.51427 0.09729
6 C -0.29115 0.69387 -0.11050
7 H -2.27158 1.11948 -0.05534
8 H -0.52090 -1.24635 0.95694
9 H -0.62746 -1.52362 -0.56640

---

How do the energies compare? Relative to the most stable structure, in kJ/mol: a 0.0; b 268.4.

---

--- a ---
The following is a quantum chemistry calculation of a 10-piece molecular cluster, C31H79N3O10 overall, from OMol25.

**Structure (SMILES)**: CC1(C)CCCC(C)(C)N1O.CC1(C)CCCC(C)(C)N1O.CC1(C)CCCC(C)(C)N1O.CO.CO.CO.CO.O.O.O

Atoms and positions in Å:
1 O -8.06581 -3.14146 15.90513
2 O -12.46653 -6.98160 18.74645
3 O -12.26686 -11.81218 17.89980
4 O -12.10840 -9.70682 20.18495
5 O -12.53380 -10.15581 15.78515
6 O -10.74403 -14.52036 17.69342
7 O -10.11653 -12.04635 21.19183
8 O -8.38931 -13.19365 17.53021
9 O -4.86870 -10.83697 23.58369
10 O -9.68312 -10.84572 18.71798
11 N -8.52992 -4.04850 14.91662
12 N -7.03317 -13.65037 17.55661
13 N -5.12069 -10.21716 22.30475
14 C -9.72866 -5.38118 16.82587
15 C -6.49234 -11.56764 16.39708
16 C -6.30353 -10.87047 21.69553
17 C -7.40635 -15.41807 19.31507
18 C -4.07246 -9.37098 20.33573
19 C -5.28533 -9.96870 19.52997
20 C -2.92719 -9.20160 22.56288
21 C -3.81113 -10.12753 21.62359
22 C -6.51458 -10.08600 20.39570
23 C -13.14743 -9.06776 16.44302
24 C -9.30037 -6.42233 14.63144
25 C -7.78410 -15.99543 16.86196
26 C -9.95914 -4.46342 13.09044
27 C -9.64918 -3.43962 14.17239
28 C -10.36061 -5.83907 13.70380
29 C -7.41573 -5.88569 16.01155
30 C -10.00967 -13.41335 21.56185
31 C -6.95179 -15.12950 17.87705
32 C -3.04118 -11.49530 21.53527
33 C -6.28502 -12.43045 21.37810
34 C -6.86079 -13.73885 15.10355
35 C -8.78318 -5.37410 15.59559
36 C -6.33737 -13.12766 16.39118
37 C -4.54922 -14.96021 16.70166
38 C -9.02635 -2.16186 13.59123
39 C -9.20291 -9.66306 18.27620
40 C -7.44152 -10.59174 22.71935
41 C -10.88557 -3.05090 14.95388
42 C -4.85246 -13.48735 16.44829
43 C -11.65087 -6.21118 19.53975
44 C -5.46327 -15.51766 17.82846
45 H -3.47559 -15.02203 16.89759
46 H -4.26119 -8.34593 20.46858
47 H -5.00675 -15.24929 18.76808
48 H -11.26748 -5.75574 14.33117
49 H -4.80927 -15.58049 15.75748
50 H -11.55700 -3.84372 15.26751
51 H -8.92553 -13.74489 21.75578
52 H -5.61897 -9.31017 18.75493
53 H -8.83615 -1.37100 14.38941
54 H -10.61216 -6.58410 12.90875
55 H -9.39353 -4.62825 17.51030
56 H -5.97510 -10.95494 17.14529
57 H -7.21735 -16.20458 15.94034
58 H -10.65040 -6.65958 19.82174
59 H -7.57352 -11.42366 16.47722
60 H -13.12625 -8.22556 15.77290
61 H -8.41124 -15.21057 19.52975
62 H -8.70626 -15.48464 16.60227
63 H -12.59342 -11.25841 17.19381
64 H -10.53645 -13.45331 22.50307
65 H -2.59824 -9.82211 23.45238
66 H -7.28505 -11.26895 23.54900
67 H -3.04477 -12.04829 22.46763
68 H -12.65267 -7.83405 19.13901
69 H -7.05002 -5.33130 16.94585
70 H -2.08762 -8.82935 22.03679
71 H -9.51517 -1.73810 12.70974
72 H -10.46148 -14.06975 20.82947
73 H -6.63256 -5.68392 15.32456
74 H -7.26819 -12.53836 20.98328
75 H -11.48488 -2.56011 14.17325
76 H -10.63651 -10.92086 18.54535
77 H -6.52944 -14.77366 14.92942
78 H -9.68986 -6.34247 17.38634
79 H -5.48867 -16.59243 17.77924
80 H -9.90598 -14.12589 17.77442
81 H -9.67647 -11.86714 20.35850
82 H -3.17225 -9.48569 19.74673
83 H -8.54596 -9.81292 17.42009
84 H -6.46221 -13.15096 14.25573
85 H -6.22363 -11.18458 15.42067
86 H -6.09195 -13.10625 22.23219
87 H -7.14806 -16.47605 19.56717
88 H -11.44820 -5.29903 18.95819
89 H -3.41555 -12.12612 20.72282
90 H -7.03039 -9.09623 20.56309
91 H -5.11626 -10.98275 19.06142
92 H -6.77384 -14.85727 19.99420
93 H -8.80821 -2.97210 16.45063
94 H -10.86353 -15.10742 18.44809
95 H -11.89377 -9.95398 21.06899
96 H -9.47671 -7.29743 15.19850
97 H -3.48644 -8.32185 22.86205
98 H -12.67450 -8.86653 17.35626
99 H -13.04466 -10.34043 14.94871
100 H -14.22368 -9.39368 16.55035
101 H -7.97005 -13.64647 15.05771
102 H -10.75820 -5.32444 16.53182
103 H -2.01817 -11.25534 21.27903
104 H -8.62409 -9.10751 19.00704
105 H -4.87909 -10.03578 24.14768
106 H -10.74419 -2.32592 15.77286
107 H -9.96154 -8.98573 17.90453
108 H -12.48461 -10.45850 19.72245
109 H -10.79057 -4.13978 12.42259
110 H -4.31954 -13.21522 15.57522
111 H -8.42851 -10.83843 22.33425
112 H -9.10899 -4.53254 12.43968
113 H -8.43531 -12.40413 18.05668
114 H -8.01150 -16.94194 17.32872
115 H -5.53378 -12.61279 20.64321
116 H -8.04067 -2.40505 13.20375
117 H -7.26908 -10.58787 19.80254
118 H -7.42995 -6.98861 16.33018
119 H -8.47287 -6.73223 14.02723
120 H -12.11990 -5.88447 20.50389
121 H -7.43329 -9.56223 23.00755
122 H -4.38862 -12.94369 17.24783
123 H -12.06017 -12.73700 17.64117

---

--- b ---
The following is a quantum chemistry calculation of a 10-piece molecular cluster, C31H79N3O10 overall, from OMol25.

**Structure (SMILES)**: CC1(C)CCCC(C)(C)N1O.CC1(C)CCCC(C)(C)N1O.CC1(C)CCCC(C)(C)N1O.CCO.CCO.O.O.O.O.O

Atoms and positions in Å:
1 O -3.23032 3.78068 1.16263
2 O 2.98588 -0.01321 -6.61561
3 O -1.02180 -3.98320 1.04011
4 O -1.75134 0.75250 -1.55342
5 O 2.92688 -3.59907 2.93478
6 O -5.07347 -2.86170 0.06569
7 O -4.20299 2.28480 -1.20199
8 O -5.60627 0.11070 -0.53810
9 O -2.52519 -0.28113 -4.37824
10 O -3.30245 -3.35025 -1.99349
11 N -2.23882 2.85268 1.70476
12 N 1.68486 -3.49150 3.56091
13 N 3.81573 0.27677 -5.55503
14 C -6.08820 3.16494 -2.41214
15 C -3.58895 2.93435 3.96680
16 C 2.18324 -1.28585 4.71551
17 C -4.64750 2.63827 -2.46093
18 C -1.87755 -0.49035 -0.89818
19 C -0.38075 1.99199 3.79830
20 C 1.13570 -1.35089 2.43028
21 C 5.38632 1.71866 -6.98894
22 C -0.37583 3.97639 0.52213
23 C 1.39581 -5.90714 3.69604
24 C 4.19692 1.13419 -3.33887
25 C 5.56393 1.66772 -3.71200
26 C -2.84141 2.11599 2.79507
27 C 0.14193 2.67911 2.55883
28 C -0.19064 -2.03526 4.39813
29 C 5.76600 -0.80493 -6.65051
30 C 1.29862 -4.63183 4.50978
31 C -0.95272 3.53195 1.86093
32 C 2.26898 -4.68187 5.75544
33 C -0.59062 -3.06290 5.47240
34 C -0.15263 -4.49857 5.07264
35 C 2.00477 0.20177 -3.83193
36 C 1.23299 -2.12963 3.78765
37 C -1.66617 1.25197 3.41192
38 C -3.78029 1.02030 2.24022
39 C 5.21185 0.51004 -5.99722
40 C -1.11444 4.84965 2.66589
41 C 6.13370 0.68776 -4.76475
42 C 3.15394 1.00705 -4.47141
43 C -0.79999 -1.32355 -1.57697
44 C 2.58105 2.32493 -4.95278
45 H -2.46901 1.26677 -1.17650
46 H 0.81019 -5.78821 2.78445
47 H -3.26018 0.37347 1.53369
48 H -0.26682 -1.02306 4.79532
49 H -4.25526 3.67540 3.52522
50 H 1.85575 -5.31416 6.54128
51 H 0.44910 -0.51427 2.55966
52 H -6.55700 3.17217 -3.39615
53 H -0.25826 5.51972 2.58800
54 H 0.63212 1.97003 1.89173
55 H 0.64418 -1.99345 1.69979
56 H -3.39540 3.37973 0.30613
57 H 1.24110 0.02602 -4.58957
58 H 5.43976 2.67833 -4.10105
59 H -1.91860 0.68823 4.31002
60 H 4.35601 0.17721 -2.84190
61 H -1.67693 -3.12657 5.53528
62 H 6.43783 -0.28764 -4.38503
63 H 2.10285 -1.10225 1.99335
64 H -0.11756 -4.17695 1.28717
65 H -0.84459 4.90197 0.18797
66 H -5.22113 -0.67458 -0.14921
67 H -6.71317 2.49290 -1.82403
68 H 6.66712 -0.64650 -7.24295
69 H 2.12913 -1.46346 5.78958
70 H -4.64461 -3.39959 0.73127
71 H 0.97341 -6.78608 4.18303
72 H 4.50157 1.94549 -7.58381
73 H 0.84539 3.38135 3.00617
74 H 0.13741 -0.77063 -1.63753
75 H -3.93475 3.36333 -2.85384
76 H -2.31345 0.12314 -5.21965
77 H -0.95478 -3.59998 0.16553
78 H -1.99660 5.39960 2.33812
79 H -4.63724 1.43219 1.70723
80 H 0.44151 1.36943 4.15103
81 H -0.87393 -4.83362 4.32728
82 H -0.99038 -1.70116 -2.58159
83 H 3.20098 -1.54158 4.42072
84 H 1.64009 2.35537 -5.50212
85 H -2.49715 -3.80254 -2.24478
86 H 3.88485 1.75608 -2.49984
87 H 2.19751 -0.21510 4.51202
88 H -4.69887 1.48690 -1.00435
89 H -3.70023 -3.08914 -2.82405
90 H -1.35304 0.48505 2.70348
91 H -2.96399 3.50412 4.65446
92 H 2.68513 3.03572 -4.13300
93 H -0.12471 -5.20840 5.89936
94 H 2.49210 -3.71094 6.19773
95 H 3.23874 -5.09073 5.47173
96 H -0.13014 -2.80938 6.42727
97 H -0.69418 3.23805 -0.21381
98 H 6.32392 1.60523 -7.53312
99 H -6.10741 4.20202 -2.07716
100 H 7.07132 1.15986 -5.05818
101 H 6.14934 1.73829 -2.79526
102 H 5.57151 2.61235 -6.39302
103 H -2.44812 0.43125 -3.74356
104 H -1.64903 -0.34414 0.15752
105 H -2.88853 -0.88226 -1.00961
106 H 2.31525 -0.80510 -3.55281
107 H 2.42023 -6.11540 3.38735
108 H 3.22233 2.77060 -5.71321
109 H -4.63505 -3.09694 -0.75204
110 H 0.69962 4.14578 0.46905
111 H -4.16654 0.29821 2.95960
112 H 2.96663 0.77698 -7.16043
113 H -0.93161 -2.07276 3.59959
114 H -4.23193 2.28324 4.55902
115 H -0.60172 -2.14660 -0.89040
116 H -6.40565 0.26106 -0.03351
117 H -4.58107 1.71475 -3.03608
118 H -1.32760 4.66859 3.71940
119 H 5.94316 -1.63473 -5.96630
120 H -0.58884 2.57889 4.69292
121 H 2.66450 -3.94742 2.07956
122 H 1.57119 0.71464 -2.97340
123 H 5.03351 -1.12659 -7.39085

---

How do the energies compare? Relative to the most stable structure, in kJ/mol: a 91.2; b 0.0.